Record 1
{
  "formula": "C36H52AsN5PdSSi",
  "method": "ωB97M-V with the def2-TZVPD basis set",
  "charge": 2,
  "gap_ev": [4.583, 4.581],
  "e_lumo_ev": [-8.336, -8.337],
  "de_lowest_ev": 0.188,
  "homo_energy_ev": [-12.92, -12.92],
  "max_force_ev_per_a": 1.2,
  "elements": ["Pd", "N", "C", "C", "N", "C", "C", "N", "H", "H", "H", "H", "H", "H", "H", "H", "H", "H", "H", "H", "H", "C", "Si", "C", "C", "C", "C", "C", "C", "N", "C", "S", "H", "H", "H", "H", "H", "H", "H", "H", "H", "H", "H", "H", "C", "C", "C", "C", "C", "C", "As", "N", "C", "C", "C", "C", "C", "C", "C", "C", "C", "C", "C", "C", "C", "C", "C", "C", "C", "C", "H", "H", "H", "H", "H", "H", "H", "H", "H", "H", "H", "H", "H", "H", "H", "H", "H", "H", "H", "H", "H", "H", "H", "H", "H", "H", "H"],
  "coordinates": [[1.24815, 1.06338, 1.03769], [3.67981, -1.13800, 1.14190], [4.46394, -0.65732, 0.00294], [3.76667, 0.41240, -0.82451], [3.15687, 1.51237, -0.04911], [4.17060, 2.34682, 0.64837], [4.56308, 1.86915, 2.04393], [3.38465, 1.71305, 2.87499], [4.22459, -1.11302, 1.99215], [3.40396, -2.10138, 1.01967], [4.72974, -1.46488, -0.68448], [5.41774, -0.25679, 0.34752], [2.97854, -0.02031, -1.44709], [4.52037, 0.82110, -1.50842], [2.71956, 2.12114, -0.72898], [3.75734, 3.35471, 0.72650], [5.07079, 2.41533, 0.03053], [5.28841, 2.58758, 2.43719], [5.08095, 0.91440, 1.99053], [3.05283, 2.60999, 3.20611], [3.58014, 1.16475, 3.70206], [-3.55355, 5.51787, 1.84784], [-2.26477, 4.81988, 2.99263], [-2.89051, 4.70948, 4.73716], [-0.70353, 5.82242, 2.91146], [-1.98494, 3.02021, 2.41042], [-3.06239, 2.13247, 2.46920], [-2.95583, 0.81040, 2.05526], [-1.74179, 0.37053, 1.57116], [-0.70935, 1.20458, 1.48990], [-0.81706, 2.47501, 1.89881], [0.79442, 3.18238, 1.67091], [-3.83772, 6.52450, 2.16483], [-4.46283, 4.91079, 1.83754], [-3.17805, 5.58643, 0.82333], [-3.14598, 5.70570, 5.10729], [-2.13340, 4.29100, 5.40431], [-3.78916, 4.09303, 4.81723], [-0.93526, 6.83604, 3.25233], [-0.30739, 5.90573, 1.89710], [0.07933, 5.43030, 3.56327], [-4.01567, 2.47929, 2.85602], [-3.79798, 0.13337, 2.10049], [-1.59456, -0.64236, 1.21990], [0.59362, -6.52359, -4.71959], [0.57092, -5.22293, -3.97708], [-0.19700, -4.14934, -4.42429], [-0.24078, -2.93777, -3.75594], [-1.04279, -1.81764, -4.36573], [0.49083, -2.83519, -2.54507], [0.41221, -1.20316, -1.60419], [0.68592, -1.15086, 0.15928], [0.54139, -2.13948, 1.06850], [0.95494, -1.87846, 2.40353], [0.69828, -2.78019, 3.40571], [0.02631, -3.97299, 3.12216], [-0.37809, -4.26109, 1.81501], [-0.11606, -3.37447, 0.80071], [-1.17065, -0.10210, -1.74500], [-2.41943, -0.64694, -1.43880], [-2.70206, -2.11317, -1.23322], [-3.49274, 0.23694, -1.35913], [-3.35479, 1.59901, -1.57973], [-4.52158, 2.53458, -1.45084], [-2.10133, 2.08569, -1.94835], [-0.99701, 1.25620, -2.04530], [0.32156, 1.82952, -2.48217], [1.38906, -3.85033, -2.14863], [2.40124, -3.67014, -1.05201], [1.37817, -5.03741, -2.85644], [-0.11707, -6.53060, -5.54275], [0.35753, -7.35096, -4.04885], [1.58967, -6.71207, -5.12461], [-0.76656, -4.25680, -5.34016], [-1.28554, -2.06756, -5.39609], [-0.49079, -0.87624, -4.38448], [-1.98058, -1.64282, -3.83849], [1.47099, -0.95100, 2.60180], [1.01086, -2.56618, 4.41913], [-0.18406, -4.67718, 3.91680], [-0.89702, -5.18673, 1.60247], [-0.42974, -3.60505, -0.20760], [-1.82404, -2.74487, -1.34514], [-3.42987, -2.45041, -1.97349], [-3.14068, -2.29464, -0.25013], [-4.47218, -0.16709, -1.12193], [-5.43928, 2.00171, -1.20877], [-4.67973, 3.08621, -2.37853], [-4.33230, 3.26971, -0.66513], [-1.98543, 3.14014, -2.17488], [0.18518, 2.80750, -2.93914], [0.82436, 1.19073, -3.21247], [0.96442, 1.95642, -1.61515], [2.68930, -2.62242, -0.94868], [3.29927, -4.23932, -1.28743], [2.03203, -4.02614, -0.08575], [2.05041, -5.83256, -2.55184]]
}

***

Record 2
{
  "formula": "C6H15N",
  "method": "ωB97M-V with the def2-TZVPD basis set",
  "gap_ev": 8.837,
  "e_lumo_ev": -0.034,
  "de_lowest_ev": 5.460,
  "homo_energy_ev": -8.87,
  "max_force_ev_per_a": 3.9,
  "elements": ["C", "N", "C", "C", "C", "C", "C", "H", "H", "H", "H", "H", "H", "H", "H", "H", "H", "H", "H", "H", "H", "H"],
  "coordinates": [[1.27753, -0.25690, 1.11957], [1.58460, 0.66753, 0.02283], [1.01293, 2.01897, 0.16573], [-0.01080, 2.30949, -0.95190], [0.56886, -1.50741, 0.60660], [-1.62851, -1.68454, -0.85245], [-0.93227, -1.52450, 0.53771], [0.69670, 0.08508, 1.94376], [2.20830, -0.63196, 1.60263], [-1.42245, -2.29023, 1.15203], [1.70095, 2.91517, 0.15042], [0.37697, 1.93503, 1.06049], [-0.46934, 3.32893, -1.00620], [0.51167, 2.22210, -1.93951], [-0.83637, 1.60830, -0.99383], [1.07771, -1.57242, -0.33704], [0.79713, -2.30826, 1.31685], [-1.15824, -2.35582, -1.54112], [-1.69114, -0.59724, -1.20673], [-2.66766, -1.98289, -0.63466], [-1.30022, -0.52437, 0.95846], [0.30363, 0.14593, -1.17366]]
}

***

Record 3
{
  "formula": "C8H26K2N10O9",
  "method": "ωB97M-V with the def2-TZVPD basis set",
  "gap_ev": 7.618,
  "e_lumo_ev": -1.452,
  "de_lowest_ev": 0.423,
  "homo_energy_ev": -9.07,
  "max_force_ev_per_a": 2.3,
  "elements": ["K", "K", "C", "O", "O", "O", "C", "C", "O", "H", "H", "H", "H", "H", "H", "C", "O", "N", "N", "H", "H", "H", "H", "C", "O", "N", "N", "H", "H", "H", "H", "C", "O", "N", "N", "H", "H", "H", "H", "C", "O", "N", "N", "H", "H", "H", "H", "C", "O", "N", "N", "H", "H", "H", "H"],
  "coordinates": [[1.19534, 3.86982, -0.29260], [1.29851, 0.13539, 3.20768], [0.64481, 0.61145, 0.03566], [0.93526, 1.13205, -1.09461], [1.24694, -0.47230, 0.39198], [-0.17026, 1.13643, 0.86832], [-2.25550, 2.78620, 3.57580], [-1.10686, 3.71134, 3.12124], [0.04318, 2.97498, 2.72533], [-3.07699, 3.44651, 3.85364], [-1.99046, 2.13351, 4.40954], [-2.54461, 2.10264, 2.77579], [-0.86227, 4.43400, 3.89395], [-1.54909, 4.22314, 2.25907], [-0.20643, 2.39242, 1.97172], [-3.19576, 0.83439, -1.73906], [-4.25216, 0.96643, -2.33802], [-2.15935, 0.07571, -2.20250], [-2.90997, 1.42000, -0.52614], [-1.25049, 0.13795, -1.79695], [-2.34562, -0.42917, -3.05116], [-3.54345, 2.01282, -0.02616], [-2.04950, 1.20012, -0.05015], [3.01337, -3.08578, 2.25282], [2.08361, -2.85928, 3.03446], [4.04863, -3.91883, 2.57052], [3.14143, -2.49280, 1.02979], [4.07440, -4.48080, 3.39814], [4.77233, -4.00628, 1.88455], [3.68677, -2.86644, 0.28056], [2.38442, -1.83343, 0.87498], [0.93162, 2.34998, -4.63394], [1.24417, 2.91816, -5.68196], [1.73403, 2.36023, -3.51099], [-0.22332, 1.64820, -4.50329], [2.56913, 2.91097, -3.54782], [1.33097, 2.02822, -2.64341], [-0.87937, 1.65522, -5.25866], [-0.41429, 1.37057, -3.55404], [-1.60843, -2.05636, 2.52504], [-2.27645, -2.90794, 3.12327], [-0.72046, -2.38250, 1.56433], [-1.84479, -0.72155, 2.70975], [-0.14261, -1.68382, 1.11443], [-0.53598, -3.35047, 1.38762], [-1.39908, -0.04187, 2.10954], [-2.59124, -0.54398, 3.35589], [0.86778, -2.78335, -2.77825], [0.67069, -3.81624, -3.42306], [0.94424, -1.53215, -3.31031], [1.08106, -2.82312, -1.44041], [0.93754, -1.40523, -4.30540], [1.05194, -0.73385, -2.70639], [1.13152, -2.00236, -0.83935], [1.04111, -3.74898, -1.05081]]
}

***

Record 4
{
  "formula": "C6H3N3O2S",
  "method": "ωB97M-V with the def2-TZVPD basis set",
  "gap_ev": 7.578,
  "e_lumo_ev": -1.322,
  "de_lowest_ev": 4.406,
  "homo_energy_ev": -8.90,
  "max_force_ev_per_a": 4.7,
  "smiles": "N#CC(/C=C\\C=C=S)=N\\[N+](=O)[O-]",
  "elements": ["C", "C", "C", "C", "C", "C", "N", "N", "N", "O", "O", "S", "H", "H", "H"],
  "coordinates": [[-1.04879, 0.30904, 1.41056], [2.00066, 0.38615, -0.22073], [2.05865, -1.07937, -0.06389], [0.95799, 1.16290, 0.06146], [-0.46677, 0.78605, 0.17330], [1.09112, -1.95050, 0.17696], [-1.42576, 0.03418, 2.44311], [-1.36615, 0.93214, -0.76691], [-2.65207, 0.43189, -0.85908], [-2.78097, -0.73942, -1.00605], [-3.44335, 1.28812, -0.87501], [0.05042, -2.91467, 0.74948], [3.00995, 0.77343, -0.54095], [2.98347, -1.57355, -0.43741], [1.03160, 2.15360, -0.24483]]
}

***

Record 5
{
  "formula": "C18H33N4O3",
  "method": "ωB97M-V with the def2-TZVPD basis set",
  "charge": 1,
  "gap_ev": 7.688,
  "e_lumo_ev": -3.874,
  "homo_energy_ev": -11.56,
  "max_force_ev_per_a": 12.2,
  "smiles": "CCCO[n+]1cn(CCCCCCCCCCOC)c(N)c1N=C=O",
  "elements": ["C", "C", "C", "O", "N", "C", "N", "C", "C", "C", "C", "C", "C", "C", "C", "C", "C", "O", "C", "C", "N", "C", "N", "C", "O", "H", "H", "H", "H", "H", "H", "H", "H", "H", "H", "H", "H", "H", "H", "H", "H", "H", "H", "H", "H", "H", "H", "H", "H", "H", "H", "H", "H", "H", "H", "H", "H", "H"],
  "coordinates": [[6.29324, -2.36910, 1.99068], [6.78818, -1.28843, 0.81393], [5.46366, -1.11473, -0.18127], [5.40304, 0.23557, -0.81206], [4.13610, 0.66790, -0.68854], [3.54925, 1.79323, 0.18527], [2.04757, 1.88632, 0.02859], [1.00060, 2.76844, 0.67188], [-0.12352, 3.35545, -0.41866], [-1.66754, 3.26212, 0.12547], [-2.43025, 1.84417, -0.18318], [-2.61805, 1.48959, -1.77583], [-2.74852, -0.12081, -2.05571], [-4.26952, -0.72646, -1.92241], [-4.19052, -1.98500, -0.82364], [-3.90918, -1.44144, 0.70734], [-4.63172, -2.35939, 1.85939], [-3.83734, -2.43124, 3.12147], [-3.96528, -1.18496, 3.89833], [1.75663, 0.78551, -0.96725], [0.42993, 0.31911, -1.52468], [3.06079, -0.05720, -1.49686], [3.14597, -1.22269, -2.45734], [3.85213, -0.87041, -3.59416], [4.18128, -0.61828, -4.88544], [7.20707, -2.89154, 2.51700], [5.63263, -1.72170, 2.73559], [5.58994, -3.15979, 1.44196], [7.01324, -0.28954, 1.38255], [7.70346, -1.74137, 0.23621], [5.47271, -1.95369, -1.02948], [4.52636, -1.35706, 0.48965], [4.16786, 2.51170, 0.90502], [1.58326, 3.66754, 1.18569], [0.42540, 2.11646, 1.47547], [0.12867, 4.51964, -0.49841], [0.04148, 2.93013, -1.50708], [-2.28352, 4.14825, -0.35038], [-1.68216, 3.43050, 1.30150], [-3.53318, 1.95890, 0.25895], [-1.97276, 0.90724, 0.36554], [-1.65569, 1.86065, -2.36133], [-3.58454, 2.00143, -2.24443], [-2.08593, -0.68392, -1.26866], [-2.31793, -0.33982, -3.13740], [-4.50567, -1.25797, -2.96152], [-5.09209, 0.05778, -1.64209], [-5.18526, -2.63384, -0.84655], [-3.31505, -2.72473, -1.09808], [-2.74929, -1.48019, 0.90644], [-4.21427, -0.30495, 0.71976], [-5.68593, -1.89890, 2.12670], [-4.71468, -3.45950, 1.45216], [-4.84921, -1.20954, 4.69043], [-2.98511, -0.97245, 4.54342], [-4.10628, -0.21859, 3.21998], [0.49657, -0.62873, -1.95844], [-0.18701, 0.20033, -0.66548]]
}